# C2H6CsO

A structure of composition C2H6CsO (ωB97M-V/def2-TZVPD, the OMol25 dataset).

CARTESIAN COORDINATES (ANGSTROEM)
H (21.150, 13.853, -12.359)
H (20.375, 16.178, -13.100)
Cs (14.243, 9.427, -13.948)
C (20.440, 13.957, -13.180)
H (20.542, 13.117, -13.868)
C (20.521, 15.386, -13.835)
H (19.045, 13.004, -12.195)
H (21.558, 15.532, -14.137)
H (19.847, 15.348, -14.690)
O (19.111, 13.799, -12.728)

Results
Frontier orbital gap: 8.02 eV
HOMO: -0.449 hartree
E: -174.94715 Eh
E_LUMO: -4.19 eV
Total charge: +1

---

# C20H16IrO3SbSe4Te

A structure of composition C20H16IrO3SbSe4Te (ωB97M-V/def2-TZVPD, the OMol25 dataset).

CARTESIAN COORDINATES (ANGSTROEM)
H (-2.376, -4.923, 1.188)
O (-0.006, 1.267, -0.623)
C (-1.935, -4.099, -2.551)
H (-1.819, -3.864, -3.603)
H (4.642, -0.811, -0.633)
C (2.036, -2.280, 0.944)
C (-1.820, -3.087, -1.603)
H (-2.286, -6.179, -2.904)
Sb (-4.874, 2.890, -1.398)
H (0.289, 3.661, -0.636)
H (3.204, 5.935, 1.504)
C (1.213, -1.174, 1.088)
C (1.618, 0.072, 0.624)
C (-2.258, -4.693, 0.136)
H (3.173, 1.156, -0.377)
C (1.065, 3.706, 0.119)
H (1.705, -3.245, 1.306)
O (-0.063, 1.136, 2.910)
C (0.665, 1.266, 0.642)
H (0.606, 1.575, -1.303)
Se (-2.376, 2.638, -2.101)
C (3.681, -0.915, -0.145)
Se (-5.106, 4.753, 0.131)
H (-1.877, -2.616, 0.494)
C (-0.426, 1.045, 1.754)
O (-1.597, 0.733, 1.342)
C (1.359, 2.588, 0.891)
C (1.729, 4.906, 0.339)
H (0.246, -1.286, 1.565)
H (1.492, 5.763, -0.280)
H (2.481, 1.839, 2.549)
Se (-4.819, 0.525, -0.271)
H (3.670, 3.972, 2.943)
C (-1.975, -3.393, -0.255)
C (3.273, -2.153, 0.330)
C (2.680, 5.001, 1.340)
H (-2.604, -6.712, -0.505)
H (3.918, -3.017, 0.223)
C (2.856, 0.190, -0.001)
Te (-1.324, -1.149, -2.277)
C (2.946, 3.898, 2.141)
C (2.292, 2.698, 1.921)
Se (-6.308, 2.842, -3.340)
Ir (-2.412, 0.637, -0.651)
C (-2.375, -5.699, -0.812)
C (-2.204, -5.400, -2.156)

Results
Multiplicity: 2
Frontier orbital gap (spin up / spin down): 4.90 / 5.20 eV
HOMO (spin up / spin down): -0.175 / -0.176 hartree
E: -11215.89296 Eh
E_LUMO (spin up / spin down): 0.13 / 0.42 eV
Total charge: -1
⟨S²⟩: 0.783

---

# C4H11NS2

A structure of composition C4H11NS2 (ωB97M-V/def2-TZVPD, the OMol25 dataset).

CARTESIAN COORDINATES (ANGSTROEM)
H (-2.116, -1.840, 2.037)
C (1.029, 1.807, -1.125)
H (1.427, -0.248, -0.371)
H (1.279, 0.869, 0.846)
H (-1.030, 0.559, -0.851)
H (-2.051, -0.128, 2.182)
C (0.846, 0.669, -0.135)
C (-0.997, -0.983, 0.434)
N (-0.556, 0.323, 0.034)
S (1.149, -1.988, 2.298)
H (-3.138, -0.865, 0.983)
H (2.094, 1.952, -1.321)
H (-1.299, -1.612, -0.415)
S (-0.243, 1.655, -2.697)
H (0.591, 2.717, -0.716)
H (-0.094, -1.345, 1.114)
C (-2.145, -0.933, 1.445)
H (0.850, 0.873, -2.471)

Results
Multiplicity: 2
Frontier orbital gap (spin up / spin down): 4.19 / 4.42 eV
HOMO (spin up / spin down): -0.482 / -0.482 hartree
E: -1009.59541 Eh
E_LUMO (spin up / spin down): -8.92 / -8.68 eV
Total charge: +1
⟨S²⟩: 0.769

---

# C5H6ClN3

A cluster of 2 separate species, C5H6ClN3 in total (ωB97M-V/def2-TZVPD, the OMol25 dataset).

CARTESIAN COORDINATES (ANGSTROEM)
H (-0.407, 4.279, -0.477)
N (-0.688, 1.398, -0.171)
H (1.023, -3.096, -0.866)
C (-1.120, 0.423, -0.735)
C (0.433, -1.266, 0.959)
H (-0.677, -3.549, -0.969)
N (1.160, -0.438, 1.332)
H (1.073, 4.191, 0.487)
H (1.189, 1.815, 0.680)
Cl (-2.569, -0.262, -0.926)
N (-0.304, -2.007, 0.265)
C (0.333, 2.255, 0.231)
C (0.249, 3.615, -0.008)
H (0.194, -4.107, 0.489)
C (0.109, -3.250, -0.291)

Results
Frontier orbital gap (spin up / spin down): 4.94 / 4.94 eV
HOMO (spin up / spin down): -0.265 / -0.266 hartree
E: -818.35714 Eh
E_LUMO (spin up / spin down): -2.29 / -2.29 eV

---

# C2H11NO3

A cluster of 5 separate species, C2H11NO3 in total (ωB97M-V/def2-TZVPD, the OMol25 dataset).

CARTESIAN COORDINATES (ANGSTROEM)
H (-2.579, 1.108, -0.279)
O (0.900, -1.766, -1.405)
O (-0.956, 1.222, 1.954)
H (1.489, -0.075, 2.071)
H (-1.309, 0.888, 0.548)
N (0.748, 0.817, -1.619)
H (1.545, 1.282, -2.029)
H (-0.091, 1.020, -2.155)
C (-0.161, -1.066, 1.066)
O (-1.683, 0.721, -0.379)
H (-0.914, -0.978, 1.822)
H (0.897, -0.226, -1.565)
H (0.741, -2.127, -2.286)
H (-1.057, 1.995, 2.518)
C (1.107, -0.560, 1.195)
H (1.740, -0.605, 0.331)
H (-0.416, -1.648, 0.212)

Results
Frontier orbital gap: 4.22 eV
HOMO: -0.327 hartree
E: -362.92994 Eh
E_LUMO: -4.68 eV

---

# C2HO4P

The ion C2HO4P with charge -2 (ωB97M-V/def2-TZVPD, the OMol25 dataset).

CARTESIAN COORDINATES (ANGSTROEM)
O (2.017, -0.327, 0.605)
P (0.931, 0.658, 0.969)
H (-1.717, -1.786, -1.418)
C (-0.757, -0.362, -1.103)
O (-1.626, -1.026, -1.941)
O (1.431, 2.102, 0.854)
O (0.122, 0.345, 2.255)
C (-0.401, 0.397, -0.220)

Results
Structure (SMILES): O=P([O-])([O-])C#CO
Frontier orbital gap: 4.63 eV
HOMO: 0.044 hartree
E: -719.07538 Eh
E_LUMO: 5.81 eV
Total charge: -2

---

# C26H31AsBrN5O4RbS

A structure of composition C26H31AsBrN5O4RbS (ωB97M-V/def2-TZVPD, the OMol25 dataset).

CARTESIAN COORDINATES (ANGSTROEM)
S (1.968, 2.237, 3.613)
N (2.685, -2.042, 1.561)
H (2.300, -6.277, 0.816)
H (0.621, -2.014, -3.645)
C (-1.303, 3.673, -0.757)
C (-1.299, -1.354, 2.314)
C (2.750, -5.736, 1.652)
C (-2.539, -1.433, -4.544)
C (-1.381, -2.808, 2.317)
H (-2.711, 2.772, -2.131)
C (4.255, 1.392, 5.887)
H (-1.315, 5.631, -0.056)
O (-3.690, -0.898, -3.993)
C (4.817, 0.561, 3.028)
N (-1.246, 1.412, -1.588)
H (4.799, 2.316, 5.690)
C (-2.531, -1.912, -5.845)
H (3.491, 1.583, 6.641)
H (-2.813, 7.264, -1.023)
C (2.417, -3.302, 1.946)
C (3.929, -4.127, 0.268)
C (-5.957, 6.034, -1.211)
O (3.748, -0.602, 0.178)
O (1.642, -3.574, 2.870)
H (-1.667, -3.146, 1.322)
H (3.457, -1.563, 4.950)
N (-1.747, 0.517, -2.390)
H (-6.477, 3.980, -0.883)
C (-3.618, 6.541, -1.006)
H (-0.400, -3.214, 2.579)
H (3.662, -6.252, 1.960)
As (3.370, 0.844, 4.258)
C (-5.675, 4.705, -0.938)
H (0.706, -2.881, -6.006)
C (-1.367, -0.971, -2.284)
C (-0.243, -1.993, -4.297)
H (-6.976, 6.353, -1.388)
N (-1.199, -0.212, 2.288)
H (-4.396, -0.952, -4.645)
H (4.421, 0.211, 2.076)
C (-1.398, -1.461, -3.748)
C (2.646, -0.882, 4.688)
H (4.940, 0.619, 6.231)
C (-1.823, 2.568, -1.528)
C (3.546, -1.774, 0.545)
O (-0.242, -1.182, -1.670)
C (-1.358, -2.434, -6.374)
Rb (1.071, 0.026, 0.268)
H (-2.655, 0.717, -2.809)
H (4.910, -2.680, -0.929)
C (-3.312, 5.198, -0.760)
H (5.306, 1.527, 2.887)
H (4.369, -5.007, -0.189)
H (-5.121, 7.999, -1.435)
H (5.520, -0.161, 3.447)
H (-2.267, -1.410, -1.786)
N (3.041, -4.369, 1.274)
H (-4.181, 3.258, -0.453)
C (-4.918, 6.955, -1.237)
H (-3.437, -1.875, -6.441)
C (-1.912, 4.844, -0.496)
C (-4.372, 4.290, -0.711)
C (-0.210, -2.474, -5.600)
H (2.051, -5.709, 2.483)
H (-2.127, -3.129, 3.041)
C (4.221, -2.882, -0.125)
Br (0.489, 3.503, -0.133)
H (2.109, -1.281, 3.831)
H (-1.352, -2.810, -7.390)
H (1.975, -0.748, 5.538)

Results
Frontier orbital gap: 6.78 eV
HOMO: -0.165 hartree
E: -6816.24678 Eh
E_LUMO: 2.29 eV
Total charge: -1

---

# C4H17N2O5

A cluster of 4 separate species, C4H17N2O5 in total (ωB97M-V/def2-TZVPD, the OMol25 dataset).

CARTESIAN COORDINATES (ANGSTROEM)
H (-2.805, -2.366, 2.436)
H (-1.190, -0.597, 0.633)
H (0.261, -2.003, -3.811)
N (-0.228, 1.256, 2.539)
H (0.319, 2.809, -0.382)
H (-1.500, -0.256, -1.944)
C (0.417, 0.436, 1.685)
H (-2.839, 0.773, -1.415)
H (3.058, 0.666, -1.688)
H (0.368, -1.044, -1.333)
H (-2.012, -1.527, 3.373)
O (1.520, -0.020, 1.872)
H (-1.016, 1.822, 2.271)
O (-1.964, -1.889, 2.479)
H (3.817, -0.594, -2.064)
H (-1.583, 1.397, -2.460)
C (-1.768, 0.739, -1.614)
N (0.610, -0.700, -0.399)
O (-0.264, -1.844, -3.014)
H (0.897, -1.543, 0.102)
O (2.967, -0.297, -1.718)
O (0.108, 2.021, -0.893)
H (1.472, -0.167, -0.472)
H (-1.676, 1.832, 0.184)
C (-0.975, 1.240, -0.406)
H (-0.956, -2.515, -3.082)
C (-0.371, 0.097, 0.422)
H (0.305, 1.641, 3.299)

Results
Frontier orbital gap: 11.32 eV
HOMO: -0.511 hartree
E: -648.12908 Eh
E_LUMO: -2.59 eV
Total charge: +1

---

> Which of these has the lowest E?

C20H16IrO3SbSe4Te